No. 1
{"formula": "C14H33LiN2O6", "method": "ωB97M-V/def2-TZVPD", "symbols": ["Li", "C", "C", "O", "O", "H", "H", "H", "C", "O", "C", "C", "N", "C", "C", "O", "C", "H", "H", "H", "H", "H", "H", "H", "H", "H", "H", "H", "H", "H", "H", "H", "C", "O", "C", "C", "N", "C", "C", "O", "C", "H", "H", "H", "H", "H", "H", "H", "H", "H", "H", "H", "H", "H", "H", "H"], "coordinates": [[-5.067, -5.629, -16.326], [-5.288, -1.691, -16.458], [-4.965, -3.163, -16.348], [-4.229, -3.794, -17.161], [-5.536, -3.848, -15.463], [-4.452, -1.016, -16.288], [-6.091, -1.387, -15.786], [-5.717, -1.525, -17.451], [0.998, -8.239, -16.331], [0.045, -7.205, -16.182], [-1.246, -7.653, -16.480], [-2.316, -6.607, -16.131], [-3.601, -6.973, -16.720], [-4.255, -8.159, -16.191], [-4.608, -8.019, -14.696], [-5.175, -6.763, -14.380], [-5.350, -6.442, -13.027], [0.984, -8.938, -15.489], [1.984, -7.776, -16.275], [0.876, -8.724, -17.300], [-1.433, -8.605, -15.958], [-1.433, -7.926, -17.531], [-1.968, -5.687, -16.604], [-2.405, -6.406, -15.066], [-3.670, -6.900, -17.718], [-3.663, -9.082, -16.260], [-5.123, -8.257, -16.850], [-3.613, -8.071, -14.235], [-5.246, -8.845, -14.378], [-5.736, -5.424, -13.065], [-4.396, -6.492, -12.478], [-5.979, -7.150, -12.469], [-3.100, -9.884, -22.292], [-3.737, -8.673, -21.986], [-3.126, -7.987, -20.909], [-3.880, -6.714, -20.533], [-5.054, -7.075, -19.689], [-6.005, -5.967, -19.734], [-7.227, -6.259, -18.833], [-6.845, -6.230, -17.459], [-7.831, -6.745, -16.594], [-3.155, -10.540, -21.417], [-2.033, -9.760, -22.531], [-3.514, -10.347, -23.183], [-2.224, -7.583, -21.404], [-2.791, -8.543, -20.030], [-4.235, -6.291, -21.479], [-3.193, -6.017, -20.056], [-5.500, -7.857, -20.161], [-6.417, -5.697, -20.717], [-5.582, -5.018, -19.392], [-7.633, -7.243, -19.095], [-8.028, -5.542, -19.035], [-8.335, -7.634, -16.989], [-8.515, -5.959, -16.263], [-7.324, -7.127, -15.701]], "forces_ev_per_angstrom": [[-0.164, 1.081, 0.182], [-0.524, 0.338, -0.322], [0.043, -1.966, 0.010], [0.337, 1.018, -0.790], [-0.853, 0.236, 1.079], [0.208, -0.197, -0.233], [0.170, -0.347, 0.313], [0.436, 0.107, -0.150], [0.457, 0.619, 0.248], [-0.043, -0.016, -0.223], [-0.944, -0.585, 0.624], [0.721, -0.084, -1.149], [-0.007, 0.252, 1.419], [-0.720, 0.298, -0.377], [0.955, 0.371, -0.253], [-0.199, -0.526, -1.424], [0.571, -0.099, 0.429], [-0.425, -0.267, -0.171], [-0.046, 0.093, -0.240], [0.067, -0.271, 0.058], [0.001, 0.073, 0.268], [0.589, 0.289, -0.261], [-0.268, 0.189, 0.138], [-0.038, -0.132, 0.066], [0.156, -0.176, -0.417], [-0.028, -0.022, -0.080], [-0.177, -0.353, 0.331], [-0.245, -0.274, 0.648], [0.054, -0.100, 0.108], [-0.071, -0.125, 0.448], [0.061, 0.335, -0.262], [-0.427, 0.155, -0.426], [0.747, -0.201, 0.313], [-1.085, -0.281, 0.487], [1.706, 1.910, -1.364], [-0.943, -1.732, -0.265], [0.484, 1.178, -0.625], [-1.423, 0.438, 1.184], [0.685, 0.108, -0.376], [0.164, -0.306, -0.489], [0.257, -0.360, 0.922], [-0.061, -0.323, -0.217], [0.011, 0.302, 0.180], [-0.530, 0.109, 0.179], [0.399, -0.171, 0.634], [-0.504, -0.578, -0.121], [0.177, 0.284, -0.007], [-0.211, 0.042, 0.282], [0.068, -0.103, 0.087], [0.194, -0.507, -0.295], [0.481, -0.285, 0.273], [0.046, -0.162, 0.163], [0.057, 0.204, 0.124], [-0.220, 0.340, -0.387], [-0.217, -0.153, -0.257], [0.068, 0.332, -0.015]], "total_charge": 0, "de_lowest_ev": 0.8547, "multiplicity": 1, "lumo_energy_ev": 0.44}

=====

No. 2
{"formula": "C14H33N2O8S3", "method": "ωB97M-V/def2-TZVPD", "symbols": ["C", "C", "C", "C", "C", "N", "C", "C", "S", "C", "O", "O", "N", "H", "H", "H", "H", "H", "H", "H", "H", "H", "H", "H", "H", "H", "H", "H", "H", "H", "O", "S", "O", "O", "C", "C", "C", "H", "H", "H", "H", "H", "H", "H", "H", "O", "S", "O", "O", "C", "C", "C", "H", "H", "H", "H", "H", "H", "H", "H"], "coordinates": [[3.284, -2.350, 1.450], [2.941, -1.820, 0.078], [1.390, -1.369, -0.355], [1.058, -0.004, 0.499], [-0.566, 0.306, 0.619], [-0.871, 1.614, 1.313], [0.371, 2.401, 1.666], [1.531, 2.428, 0.503], [3.133, 3.002, 1.286], [4.691, 2.412, 0.394], [3.284, 2.590, 2.799], [3.236, 4.577, 1.295], [1.632, 1.162, -0.319], [4.387, -2.459, 1.859], [2.412, -2.617, 2.192], [3.846, -1.704, -0.665], [1.307, -1.245, -1.522], [0.694, -2.258, -0.046], [1.592, -0.106, 1.552], [-1.091, -0.636, 1.075], [-0.939, 0.432, -0.508], [-1.324, 1.365, 2.242], [0.748, 1.981, 2.713], [0.001, 3.513, 1.898], [1.208, 3.289, -0.259], [4.392, 2.293, -0.752], [4.918, 1.298, 0.760], [5.601, 3.137, 0.543], [0.999, 1.264, -1.168], [2.581, 0.950, -0.696], [-2.900, -0.934, 2.886], [-3.366, -1.600, 4.084], [-3.529, -3.037, 4.151], [-4.746, -0.892, 4.583], [-5.830, -0.795, 3.670], [-6.538, -2.127, 3.506], [-2.348, -1.092, 5.447], [-5.491, -0.404, 2.705], [-6.534, -0.065, 4.084], [-5.890, -2.859, 3.015], [-7.439, -2.014, 2.896], [-6.815, -2.541, 4.480], [-2.251, -0.005, 5.433], [-1.368, -1.558, 5.327], [-2.808, -1.431, 6.378], [1.317, -0.270, -3.487], [1.077, 0.558, -4.649], [-0.121, 1.361, -4.788], [1.260, -0.345, -5.993], [0.497, -1.536, -6.122], [-0.945, -1.235, -6.486], [2.484, 1.614, -4.895], [0.558, -2.137, -5.208], [0.953, -2.124, -6.925], [-1.458, -0.720, -5.668], [-1.492, -2.157, -6.699], [-0.994, -0.579, -7.362], [3.393, 1.013, -4.834], [2.479, 2.369, -4.106], [2.398, 2.096, -5.871]], "forces_ev_per_angstrom": [[-1.393, 1.799, -3.608], [1.195, -1.299, 3.863], [1.348, -0.947, 0.693], [-1.150, -2.237, 0.147], [0.808, -0.432, -1.476], [0.746, -1.329, 0.770], [-0.293, 0.418, 2.026], [-1.969, 2.301, -0.730], [3.705, 5.643, 6.872], [-0.471, -2.191, -1.526], [-1.225, -0.258, -5.687], [-1.267, -5.560, -1.596], [-0.883, -0.288, 0.282], [-2.504, 0.052, -1.295], [1.853, 0.685, -1.534], [-2.061, -0.064, 1.457], [0.135, -0.017, 2.435], [1.131, 1.932, -0.419], [-0.994, 0.629, -2.341], [0.937, 2.004, -0.701], [0.710, -0.546, 2.207], [0.659, 0.528, -1.636], [0.071, 1.035, -2.451], [1.222, -2.332, -0.816], [1.060, -1.696, 1.741], [0.885, 0.609, 2.224], [-0.433, 2.579, -0.507], [-2.274, -1.202, -0.048], [0.856, -0.263, 1.067], [-0.619, 0.157, 0.539], [-0.198, -0.481, 0.237], [-0.843, -0.306, 1.033], [0.311, 1.391, -0.564], [1.758, -0.270, 0.120], [-1.140, -0.131, -0.810], [0.110, -0.350, -0.090], [-0.098, 0.131, 0.032], [0.130, -0.039, 0.142], [0.406, -0.032, 0.152], [-0.108, 0.104, 0.044], [0.092, 0.083, 0.105], [-0.017, 0.142, -0.136], [-0.085, -0.149, 0.001], [-0.200, -0.032, -0.101], [0.024, 0.031, -0.199], [-0.416, 0.412, 0.011], [-0.177, 0.278, -2.072], [1.010, -0.934, 0.762], [0.623, 1.396, 1.409], [-1.012, -1.144, -0.269], [-0.256, 0.227, 0.144], [0.095, -0.174, -0.067], [0.095, 0.172, -0.016], [0.219, 0.346, 0.196], [0.041, -0.100, -0.107], [0.157, 0.072, -0.005], [0.048, -0.178, 0.080], [-0.152, 0.029, -0.057], [-0.142, -0.096, -0.090], [-0.059, -0.106, 0.165]], "total_charge": 1, "multiplicity": 1, "lumo_energy_ev": -3.29}

=====

No. 3
{"formula": "C14H34BF4NO8", "method": "ωB97M-V/def2-TZVPD", "symbols": ["N", "H", "H", "H", "H", "C", "C", "C", "O", "H", "H", "H", "H", "H", "H", "H", "C", "C", "C", "O", "H", "H", "H", "H", "H", "H", "H", "B", "F", "F", "F", "F", "C", "C", "O", "C", "O", "O", "C", "H", "H", "H", "H", "H", "H", "H", "H", "C", "C", "O", "C", "O", "O", "C", "H", "H", "H", "H", "H", "H", "H", "H"], "coordinates": [[16.196, -17.427, 2.792], [17.040, -17.654, 2.286], [16.258, -16.539, 3.371], [15.963, -18.196, 3.425], [15.406, -17.433, 2.090], [17.765, -16.378, 6.178], [17.355, -15.229, 5.254], [18.586, -14.872, 4.339], [16.189, -15.389, 4.594], [17.905, -17.267, 5.542], [17.022, -16.629, 6.936], [18.724, -16.200, 6.685], [17.350, -14.360, 5.956], [19.359, -14.344, 4.903], [18.236, -14.325, 3.464], [18.987, -15.818, 3.942], [12.986, -19.626, -0.218], [14.018, -19.099, 0.814], [15.387, -19.549, 0.265], [13.841, -17.798, 1.139], [13.030, -19.050, -1.159], [11.925, -19.492, 0.013], [13.157, -20.657, -0.563], [13.923, -19.769, 1.708], [16.256, -19.287, 0.878], [15.606, -19.101, -0.710], [15.370, -20.641, 0.176], [12.841, -15.010, 2.977], [12.475, -16.268, 3.472], [14.199, -14.998, 2.585], [12.013, -14.651, 1.868], [12.670, -14.044, 3.997], [12.340, -19.683, 6.876], [13.775, -19.801, 6.445], [14.042, -20.919, 5.596], [14.847, -20.819, 4.585], [15.370, -19.810, 4.205], [15.034, -22.046, 4.064], [15.939, -22.110, 2.978], [11.677, -19.576, 6.023], [12.253, -18.808, 7.523], [12.050, -20.498, 7.546], [14.505, -19.785, 7.259], [14.070, -18.921, 5.860], [16.828, -21.485, 3.046], [15.432, -21.806, 2.060], [16.182, -23.166, 2.872], [16.468, -16.261, -3.338], [16.693, -16.388, -1.864], [17.938, -17.112, -1.681], [18.387, -17.287, -0.443], [17.847, -16.863, 0.541], [19.582, -17.869, -0.504], [20.398, -17.830, 0.643], [17.150, -15.655, -3.934], [15.452, -15.991, -3.628], [16.555, -17.279, -3.737], [15.927, -16.991, -1.377], [16.744, -15.515, -1.210], [19.988, -18.521, 1.389], [20.484, -16.851, 1.115], [21.377, -18.210, 0.358]], "forces_ev_per_angstrom": [[-0.675, -0.850, -0.208], [0.226, 0.274, 0.050], [-0.215, 0.829, 0.590], [0.111, 0.325, -0.091], [-0.686, 0.433, -0.039], [0.409, -0.918, -0.304], [-0.074, 1.116, 0.040], [-0.538, -1.003, -0.089], [1.119, -0.767, 0.025], [-0.039, -0.095, 0.157], [-0.187, 0.199, -0.102], [0.010, 0.123, 0.012], [-0.381, 0.362, 0.108], [0.134, 0.058, -0.148], [-0.013, 0.346, 0.204], [0.251, 0.052, 0.017], [-0.427, 0.200, -1.207], [-0.677, 0.504, 0.339], [0.584, 0.105, -0.288], [1.294, -0.978, -0.581], [0.527, 0.239, 0.186], [0.183, -0.163, 0.761], [-0.047, -0.163, 0.400], [-0.316, -0.235, 0.257], [-0.238, 0.026, 0.324], [-0.186, -0.076, -0.230], [0.175, -0.052, -0.251], [0.649, 0.076, -0.290], [-0.212, -0.038, 0.110], [-0.549, -0.017, -0.181], [0.033, -0.036, 0.221], [-0.299, 0.233, 0.145], [0.191, -0.388, 0.669], [1.136, 1.834, -0.926], [-1.493, -1.476, 1.390], [0.680, 0.333, -0.573], [0.400, -0.131, -0.192], [0.035, 0.379, 0.548], [-0.257, -0.263, -1.200], [-0.084, -0.067, 0.048], [0.069, 0.268, -0.328], [-0.146, -0.278, -0.404], [-0.260, -0.505, 0.220], [-0.360, 0.059, 0.087], [-0.059, -0.026, 0.539], [-0.063, 0.116, 0.052], [0.221, 0.043, 0.133], [-0.248, -0.825, -0.886], [-0.109, -0.262, 1.577], [0.596, -0.504, -0.627], [-0.586, 1.383, -0.277], [0.278, -0.316, 0.335], [0.435, -0.160, -0.854], [-0.204, -0.733, 1.080], [0.208, 0.228, 0.462], [-0.050, 0.330, 0.513], [0.145, 0.047, -0.023], [-0.307, -0.011, -0.252], [0.012, 0.381, -0.603], [0.080, 0.179, 0.055], [-0.171, 0.115, -0.295], [-0.036, 0.142, -0.203]], "total_charge": -2, "de_lowest_ev": 0.0000, "multiplicity": 1, "lumo_energy_ev": 4.26}

=====

Let's list DFT total energy in order: -30523.1179; -66904.4870; -44490.6369 eV.
Let's list orbital gap in order: 8.320; 9.135; 5.131 eV.
Let's list molar mass in order: 332.37; 453.62; 431.23 Da.